No. 1
Molecular formula: C9H14
Method: DFT, the ωB97M-V functional and the def2-TZVPD basis

```
! wB97M-V def2-TZVPD RIJCOSX def2/J DEFGRID3
* xyz 0 1
C -2.7235 -0.8856 -1.6862
C -1.5733 0.0225 -1.2980
C -1.6186 1.3844 -1.5800
C -0.5741 2.2222 -1.2266
C 0.5657 1.7072 -0.6112
C 0.6638 0.3396 -0.4331
C -0.4018 -0.4817 -0.7575
H -2.3475 -1.6544 -2.3354
H -3.4909 -0.3185 -2.2032
H -3.1690 -1.3778 -0.8164
H -2.5279 1.8154 -1.9717
H -0.6680 3.2729 -1.4420
H 1.4227 2.3283 -0.3917
H 1.4873 -0.2047 0.0077
H -0.2821 -1.5325 -0.5153
C 2.5256 -0.9143 3.3948
C 2.3743 -2.2946 2.7794
H 3.3139 -0.8761 4.1493
H 2.6488 -0.0858 2.6943
H 1.6277 -0.6010 3.9398
H 3.0044 -3.0355 3.2844
H 2.7753 -2.3423 1.7612
H 1.3749 -2.7063 2.7683
*
```

Calculated values
* E_tot: -351.31709 a.u.
* highest occupied orbital energy: -9.062 eV
* SMILES: Cc1ccccc1.CC
* orbital gap: 0.3706 Eh
* relative energy (zero: lowest compared OMol25 entry of this formula, charge and spin): 34.4 kJ/mol


No. 2
Molecular formula: C16H27BBr3NO10P2S
Method: DFT, the ωB97M-V functional and the def2-TZVPD basis

```
! wB97M-V def2-TZVPD RIJCOSX def2/J DEFGRID3
* xyz -2 1
C 3.5816 4.1287 3.1414
C 2.6389 3.0480 2.6767
C 1.3303 3.3330 2.3004
C 0.4628 2.3517 1.8324
C 0.8716 1.0189 1.7326
C -0.1128 0.0112 1.1756
C 0.4645 -1.1083 0.3008
B 1.0108 -2.3073 1.2061
N 1.7536 -3.4653 0.6921
O 0.7934 -2.2545 2.6071
O -0.7519 -1.7145 -0.1888
P -0.8226 -2.1226 -1.8407
O 0.0604 -3.6142 -1.6743
C -2.4134 -3.2630 -1.6185
P -3.0606 -3.8512 -3.1471
O -2.1088 -4.5225 -4.0601
O -4.1981 -4.9797 -2.7459
O -3.9073 -2.7172 -3.8959
C -2.0547 -0.7039 -2.3322
O -2.8485 -0.2183 -1.4722
O -1.9878 -0.2975 -3.5220
O 0.6253 -1.1539 -2.1305
C 1.2591 -0.7201 -0.9665
O 2.5613 -1.3657 -1.0067
C 1.5355 0.7627 -1.2846
C 0.2689 1.6133 -1.5217
C 0.2029 2.1541 -2.9576
S -1.1867 3.2933 -3.2239
C 2.1724 0.7367 2.1337
C 3.0382 1.7159 2.6022
H 3.1141 5.1112 3.0803
H 4.4195 4.1632 2.4357
H 4.0025 3.9311 4.1273
H 0.9936 4.3656 2.3599
H -0.5352 2.6043 1.5152
H -0.8429 0.5704 0.5896
H -0.6782 -0.3986 2.0145
H 2.7446 -3.2652 0.8037
H 1.5242 -4.2788 1.2566
H 1.6441 -2.2527 3.0491
H -0.7978 -2.3957 -3.2534
H 0.7874 -3.5559 -2.2974
H -3.1677 -2.8053 -0.9732
H -2.0622 -4.1566 -1.0912
H -4.6983 -5.1315 -3.5567
H -3.3958 -2.3975 -4.6505
H 2.8443 -1.2761 -1.9197
H 2.1035 0.7645 -2.2196
H 2.1699 1.2699 -0.5506
H -0.6717 1.0825 -1.3553
H 0.2695 2.4629 -0.8283
H 0.0043 1.2842 -3.5891
H 1.1613 2.6246 -3.1846
H -1.8210 3.3000 -2.0401
H 2.5569 -0.2757 2.0803
H 4.0553 1.4721 2.8954
C -2.9748 2.6208 4.6134
Br -3.9212 1.4486 3.4210
Br -1.1616 2.8979 4.0041
Br -3.9156 4.2935 4.8749
H -2.9291 2.1344 5.5772
*
```

Calculated values
* E_tot: -10261.00791 a.u.
* highest occupied orbital energy: -0.189 eV
* orbital gap: 0.1309 Eh


No. 3
Molecular formula: C4H7N2O2S
Method: DFT, the ωB97M-V functional and the def2-TZVPD basis

```
! wB97M-V def2-TZVPD RIJCOSX def2/J DEFGRID3
* xyz 1 1
C -1.7340 -0.7916 -1.1139
C -0.2626 1.0837 -0.4846
C -2.4671 -1.1198 -0.0539
C 0.8867 -0.4775 1.3124
N -0.9860 0.3935 -1.1203
N 0.5792 1.9905 -0.2575
O 2.6976 0.7386 -0.1651
O 2.1585 -1.6347 -0.6749
S 2.1946 -0.5211 0.2866
H -1.4241 -1.1744 -2.0843
H -2.4913 -0.4889 0.7270
H -2.9085 -2.0056 -0.1592
H 0.7676 0.4673 1.8419
H 0.9065 -1.1761 2.0938
H 1.5662 1.9138 -0.4753
H 0.5169 2.8023 0.3273
*
```

Calculated values
* E_tot: -814.32757 a.u.
* highest occupied orbital energy (spin up / spin down): -14.471 / -14.472 eV
* orbital gap (spin up / spin down): 0.3068 / 0.3068 Eh
* relative energy (zero: lowest compared OMol25 entry of this formula, charge and spin): 567.0 kJ/mol


No. 4
Molecular formula: C2H4NO3P
Method: DFT, the ωB97M-V functional and the def2-TZVPD basis

```
! wB97M-V def2-TZVPD RIJCOSX def2/J DEFGRID3
* xyz -2 1
C 0.5866 -0.3403 -1.0464
C -0.8262 0.1979 -0.9452
N -0.2817 -0.8565 -0.0807
O 0.8115 -1.2200 2.1827
O 1.2341 1.4708 0.8590
O -1.2727 0.2418 2.0555
P -0.0182 -0.1968 1.4335
H 0.9369 -0.9079 -1.9369
H 1.3158 0.3455 -0.5028
H -0.9281 1.1696 -0.2464
H -1.5581 0.0960 -1.7724
*
```

Calculated values
* E_tot: -700.32551 a.u.
* highest occupied orbital energy: 1.420 eV
* orbital gap: 0.2125 Eh
* relative energy (zero: lowest compared OMol25 entry of this formula, charge and spin): 359.1 kJ/mol


No. 5
Molecular formula: C4H8O2
Method: DFT, the ωB97M-V functional and the def2-TZVPD basis

```
! wB97M-V def2-TZVPD RIJCOSX def2/J DEFGRID3
* xyz 0 1
C -1.0333 -1.2829 -0.3341
C -0.7785 0.1855 -0.6126
C 0.4910 0.7928 -0.3395
O 0.0071 1.7006 1.0584
C 1.6015 -0.0588 0.1982
O 1.8192 -0.2523 1.3739
H -2.1021 -1.4706 -0.1872
H -0.5277 -1.6205 0.5779
H -0.7107 -1.9461 -1.1491
H -0.8949 1.1231 0.6465
H -1.2883 0.5914 -1.4830
H 0.8308 1.6105 -0.9764
H 0.3860 1.1940 1.8093
H 2.1999 -0.5668 -0.5823
*
```

Calculated values
* E_tot: -307.55873 a.u.
* highest occupied orbital energy: -8.068 eV
* orbital gap: 0.3219 Eh
* relative energy (zero: lowest compared OMol25 entry of this formula, charge and spin): 403.5 kJ/mol


No. 6
Molecular formula: C37H53FeN4O2P2
Method: DFT, the ωB97M-V functional and the def2-TZVPD basis

```
! wB97M-V def2-TZVPD RIJCOSX def2/J DEFGRID3
* xyz 1 5
C -2.6318 -1.5511 0.6488
C -0.7786 -2.9194 1.1939
C -3.5427 -2.5793 0.9138
C -1.6627 -4.0317 1.1222
C -3.0294 -3.8551 1.1074
H -4.6086 -2.3500 0.8652
H -1.2211 -5.0233 1.1878
H -3.7401 -4.6783 1.2095
N -1.3026 -1.6910 0.8046
P -2.1032 0.8565 -0.8070
P 1.3853 -1.3261 1.7095
C -3.1845 -0.2051 0.1651
H -4.0786 -0.3821 -0.4477
H -3.5177 0.3637 1.0426
C 0.5651 -2.9569 1.7021
H 1.1926 -3.8146 1.4747
C 3.2014 -1.1740 0.9574
C 1.3375 -1.4728 3.6439
C -2.4529 0.2979 -2.5908
C -2.8421 2.6588 -0.6388
C 3.3349 -0.1323 -0.1757
H 2.8999 0.8375 0.0941
H 4.4118 0.0173 -0.3734
H 2.8776 -0.4727 -1.1131
C 4.1822 -0.7283 2.0522
H 3.9387 0.2835 2.4066
H 4.2184 -1.4179 2.9036
H 5.1946 -0.6761 1.6173
C 3.5665 -2.5477 0.3778
H 4.5919 -2.4936 -0.0292
H 3.5538 -3.3481 1.1342
H 2.8923 -2.8232 -0.4550
C 1.8571 -0.2120 4.3386
H 1.2579 0.6642 4.0532
H 1.7664 -0.3206 5.4352
H 2.9079 0.0080 4.1191
C -0.1152 -1.6717 4.1097
H -0.7719 -0.8765 3.7354
H -0.5247 -2.6312 3.7774
H -0.1625 -1.6492 5.2098
C 2.1951 -2.7282 3.9409
H 2.3013 -3.3980 3.0700
H 3.2132 -2.4812 4.2785
H 1.7113 -3.3481 4.7112
C -2.2943 3.5733 -1.7443
H -2.6066 4.6136 -1.5421
H -1.1961 3.5680 -1.7592
H -2.6662 3.3214 -2.7442
C -2.3893 3.2516 0.7036
H -2.7596 2.6769 1.5636
H -1.2953 3.3312 0.7670
H -2.8036 4.2739 0.7975
C -4.3823 2.6875 -0.6617
H -4.7074 3.7096 -0.3997
H -4.8065 2.4660 -1.6496
H -4.8231 1.9987 0.0737
C -2.5400 -1.2437 -2.6708
H -2.7565 -1.5176 -3.7198
H -1.6159 -1.7604 -2.3775
H -3.3776 -1.6332 -2.0667
C -1.3347 0.8515 -3.4853
H -0.3492 0.5064 -3.1732
H -1.4709 0.4937 -4.5166
H -1.2980 1.9458 -3.4866
C -3.8031 0.7780 -3.1569
H -4.6437 0.4712 -2.5177
H -3.8473 1.8565 -3.3538
H -3.9385 0.2731 -4.1293
Fe -0.1022 -0.1227 0.2037
C -0.5795 0.8411 1.7858
O -0.8404 1.4342 2.7633
N 0.4815 -0.7898 -1.6819
C 0.8293 -1.2721 -2.7426
C 1.2703 -2.5386 -3.2829
C 1.9912 -2.6720 -4.4833
C 1.0139 -3.6857 -2.5053
C 2.2374 -3.9545 -5.0148
H 2.4165 -1.7679 -4.9339
C 1.3506 -4.9568 -2.9745
H 0.6246 -3.5403 -1.4850
C 1.8955 -5.0876 -4.2595
H 2.7256 -4.0861 -5.9901
H 1.1832 -5.8369 -2.3389
H 2.0540 -6.1015 -4.6786
N 1.4947 7.0014 2.1117
C 1.4128 6.5489 0.8150
O 1.3319 7.3224 -0.1392
C 1.4657 5.0616 0.6308
C 1.8039 4.1709 1.6643
C 1.6195 2.7995 1.4702
N 1.1388 2.2955 0.3223
C 1.0069 3.1210 -0.7300
C 1.1367 4.5113 -0.6133
H 1.3345 7.9785 2.2515
H 1.2885 6.3891 2.8965
H 2.1958 4.5099 2.6267
H 1.8824 2.1061 2.2686
H 0.7949 2.6695 -1.7084
H 0.9632 5.1388 -1.4814
*
```

Calculated values
* E_tot: -3757.31555 a.u.
* highest occupied orbital energy (spin up / spin down): -9.349 / -9.043 eV
* orbital gap (spin up / spin down): 0.2440 / 0.1861 Eh
* relative energy (zero: lowest compared OMol25 entry of this formula, charge and spin): 45.3 kJ/mol


No. 7
Molecular formula: C3H5Cl2F
Method: DFT, the ωB97M-V functional and the def2-TZVPD basis

```
! wB97M-V def2-TZVPD RIJCOSX def2/J DEFGRID3
* xyz 0 1
C 0.2303 0.1215 1.3483
C 0.3492 0.3754 -0.2770
Cl 1.9870 0.1312 -0.6943
Cl -0.2676 2.0704 -0.5544
C -0.5121 -0.5982 -1.1204
F -1.8016 -0.4977 -0.5421
H 0.1087 -1.0046 1.5864
H 1.1464 0.4899 1.9223
H -0.6408 0.7246 1.6490
H -0.4031 -0.1645 -2.1545
H -0.1965 -1.6480 -1.1633
*
```

Calculated values
* E_tot: -1137.53494 a.u.
* highest occupied orbital energy: -10.924 eV
* SMILES: CC(Cl)(Cl)CF
* orbital gap: 0.4297 Eh
* relative energy (zero: lowest compared OMol25 entry of this formula, charge and spin): 56.8 kJ/mol


No. 8
Molecular formula: C4H6N3
Method: DFT, the ωB97M-V functional and the def2-TZVPD basis

```
! wB97M-V def2-TZVPD RIJCOSX def2/J DEFGRID3
* xyz 1 1
C -1.9909 0.4577 -0.1395
C -0.4823 -0.8062 0.1287
C -0.0949 0.6404 0.4840
C 1.0091 1.1654 -0.4243
N -1.9839 -0.7811 -0.3883
N -1.3523 1.4086 0.2709
N 0.1421 -1.9303 0.1441
H 0.1697 0.7539 1.5457
H 0.7203 1.0703 -1.4690
H 1.9285 0.6105 -0.2479
H 1.1876 2.2155 -0.2017
H 1.0965 -2.0427 0.4769
H -0.3496 -2.7620 -0.1798
*
```

Calculated values
* E_tot: -319.89722 a.u.
* highest occupied orbital energy: -14.835 eV
* orbital gap: 0.3185 Eh
* relative energy (zero: lowest compared OMol25 entry of this formula, charge and spin): 352.9 kJ/mol


| no. | strongest force on any atom (eV/A) |
| --- | --- |
| 1 | 1.29 |
| 2 | 3.90 |
| 3 | 4.73 |
| 4 | 5.85 |
| 5 | 0.54 |
| 6 | 6.80 |
| 7 | 3.47 |
| 8 | 4.55 |